A 5-piece molecular cluster, C19H29FN5O10P overall in a non-equilibrium geometry. Source: OMol25; level of theory: ωB97M-V/def2-TZVPD.

```
65
Properties=species:S:1:pos:R:3:nbo_charge:R:1
H 0.189 -3.638 -4.366 0.2238
O -4.023 -2.083 -1.626 -0.5294
H -1.466 -3.148 0.285 0.2250
O -2.652 -0.436 -1.057 -0.7782
H -2.316 -5.160 -1.957 0.2351
C -3.196 2.920 -3.757 -0.4936
H -4.159 2.420 -3.725 0.2352
H -2.705 -6.035 -3.456 0.2316
H 8.184 3.868 -0.213 0.2292
C 2.627 -0.327 1.434 -0.0724
H -3.256 2.172 5.870 0.2370
C 2.585 1.769 0.728 -0.0805
C 3.664 1.169 0.143 -0.3029
H 4.426 -0.908 0.329 0.2220
O -3.261 -8.198 -2.177 -0.3800
C 0.460 -4.201 -2.312 -0.1473
O -3.680 4.158 -1.875 -0.3942
H -2.436 2.243 -0.644 0.2623
H 0.324 2.790 1.191 0.2049
H -1.807 -2.190 -3.832 0.2252
C -1.502 1.769 -0.335 -0.8167
H -3.990 -5.721 -2.258 0.2391
N 1.946 0.854 1.517 -0.3407
C -2.886 -1.716 -1.494 0.7932
O 6.824 2.047 -0.969 -0.3832
H 0.495 -4.588 -0.188 0.2260
H -2.449 2.343 -3.219 0.2500
O -3.116 5.238 -3.650 -0.3677
C -0.170 -3.549 -3.352 -0.2266
H 2.264 2.790 0.636 0.2033
C -2.412 2.318 6.536 -0.4845
C -2.934 -5.929 -2.400 -0.4868
H -2.317 2.095 1.607 0.2222
C -0.002 -4.073 -0.997 -0.1991
H -2.888 3.125 -4.775 0.2287
C 7.965 3.251 0.650 -0.4844
H -0.482 2.716 2.733 0.2379
C 3.689 -0.171 0.592 -0.2931
H 1.314 -4.832 -2.515 0.2132
O -1.821 -7.271 -0.872 -0.3798
C 0.775 1.035 2.363 -0.1958
N 7.120 2.108 0.207 0.5354
H 8.869 2.835 1.083 0.2336
O 6.783 1.319 1.059 -0.3622
F -1.168 0.740 -2.697 -0.5911
H 1.090 1.268 3.380 0.2074
N -1.281 2.826 5.712 0.5393
C -1.459 1.566 1.194 -0.4026
H -1.595 0.520 1.476 0.1989
O -0.806 3.901 5.995 -0.3569
C -1.708 -2.598 -1.764 -0.1706
N -2.646 -7.240 -1.761 0.5360
H 4.364 1.622 -0.537 0.2266
C -1.085 -3.267 -0.719 -0.2067
O -0.908 2.116 4.798 -0.4005
C -1.262 -2.745 -3.079 -0.1996
H -2.630 3.052 7.302 0.2331
H 7.401 3.798 1.399 0.2356
P -1.124 0.222 -1.172 1.4330
H -0.712 2.458 -0.644 0.2384
N -3.344 4.216 -3.041 0.5373
H 0.251 0.082 2.391 0.1958
H -2.097 1.372 6.966 0.2370
C -0.192 2.122 1.875 -0.4099
H 2.336 -1.207 1.981 0.2042
```

The SMILES is O=C(OP(F)CCCCn1cccc1)c1ccccc1.C[N+](=O)[O-].C[N+](=O)[O-].C[N+](=O)[O-].C[N+](=O)[O-]. Its total energy is -2208.45145 a.u. The frontier orbital gap is 7.883 eV. The total charge is 0. The value obtained for the largest force on an atom is 1.02 eV Å⁻¹.

---

C12H13BrNiO2Se2SiTe2 as an isolated structure. Source: OMol25; level of theory: ωB97M-V/def2-TZVPD.

```
34
Properties=species:S:1:pos:R:3:nbo_charge:R:1
C -0.177 4.152 -4.208 -0.2095
C 0.845 -1.595 0.976 -0.6912
H -0.823 -2.478 3.996 0.2508
H -0.051 5.862 -5.519 0.2077
Se -2.170 0.264 0.850 -0.5890
C 0.386 4.542 -1.903 -0.1056
H -1.635 -3.990 4.455 0.2152
Se -0.522 -0.069 -2.020 -0.6353
O 0.989 4.846 0.367 -0.7037
Te -0.398 -3.062 0.191 0.7283
H 2.161 -4.674 2.180 0.2661
H 0.959 6.531 -1.392 0.2474
C 0.473 6.325 -3.490 -0.0670
Ni -0.350 0.952 -0.078 0.7973
H -2.253 -2.991 3.124 0.2515
Br 0.813 8.166 -3.899 -0.0282
C 0.310 -0.527 0.609 -0.1184
O 0.255 2.831 -0.286 -0.8421
H -0.116 -6.666 1.747 0.2570
Si -0.251 -4.289 2.407 1.3859
H -0.215 2.639 -2.670 0.2767
H -1.137 -6.457 3.195 0.2150
C 0.638 5.880 -2.193 -0.2364
C -0.880 -6.045 2.214 -1.1385
C -1.347 -3.354 3.612 -1.1400
C 1.524 -4.278 2.973 -1.1469
C 0.068 5.484 -4.513 -0.2700
C 0.568 4.044 -0.467 0.7801
C -0.023 3.679 -2.911 -0.1874
H -0.494 3.473 -4.991 0.2079
H 1.639 -4.901 3.866 0.2155
H -1.769 -6.088 1.581 0.2377
H 1.840 -3.259 3.197 0.2570
Te 1.143 -4.945 -1.003 -0.6877
```

Its total energy is -10326.25157 a.u. The frontier orbital gap (spin up / spin down) is 5.246 / 5.222 eV. The total charge is -2. The value obtained for the largest force on an atom is 0.91 eV Å⁻¹.

---

A 2-piece molecular cluster, C3H10N4S overall in a non-equilibrium geometry. Source: OMol25; level of theory: ωB97M-V/def2-TZVPD.

```
18
Properties=species:S:1:pos:R:3:nbo_charge:R:1
H -2.064 2.816 0.059 0.2761
C 0.595 1.269 0.129 0.3150
H 1.929 -0.919 -1.169 0.2807
H 0.813 -2.328 1.480 0.4371
S 2.226 1.389 0.603 0.2464
H 1.544 -2.523 -0.465 0.2426
N 0.449 -1.396 1.377 0.0739
C 1.065 -1.580 -0.738 -0.5011
H -1.558 2.685 -1.759 0.2994
N 0.093 -0.795 2.484 -0.5010
H -2.396 1.280 -0.854 0.2719
C -1.669 2.150 -0.706 -0.4781
N -0.389 1.684 -0.345 -0.2303
N 0.504 -0.831 0.263 -0.0820
H 0.033 -1.177 3.342 0.4469
H 2.408 2.562 0.252 0.1845
H -0.415 0.123 2.322 0.4292
H 0.348 -1.697 -1.558 0.2890
```

Its total energy is -736.69586 a.u. The frontier orbital gap is 8.945 eV. The total charge is +2. The value obtained for the largest force on an atom is 6.36 eV Å⁻¹.